ORCA calculation (ωB97M-V/def2-TZVPD) on C20H54F4HfN4O30S10 as an isolated structure.

The calculation puts the molar mass at 1405.8 g mol⁻¹. Its total charge is +2. The value obtained for the HOMO-LUMO gap is 5.14 eV. The highest occupied orbital energy comes out at -13.77 eV. The LUMO energy is -8.6 eV. The calculation puts the energy relative to the best compared isomer or geometry (same formula, charge and spin) at 0.0 kJ/mol.

Each line ends with the Löwdin charge.
Positions of all 123 atoms, in Å:
1 Hf -3.346283 0.152224 0.103431  2.12
2 N -1.190058 -0.248500 0.204652  -0.35
3 S 0.203045 0.217646 -0.511304  0.46
4 O 0.808131 -0.709108 -1.390562  -0.20
5 O 1.019346 1.107174 0.223331  -0.18
6 F -0.487260 1.257972 -1.488809  -0.19
7 S -0.282025 -1.271420 1.326496  0.54
8 O 0.077660 -0.554792 2.476235  -0.19
9 O 0.547130 -2.244359 0.757244  -0.18
10 F -1.557883 -2.152124 1.656195  -0.17
11 N -4.148158 -0.761627 1.888970  -0.41
12 S -5.730636 -1.451267 1.963585  0.58
13 O -6.740071 -0.536049 2.301778  -0.16
14 O -5.818375 -2.835122 2.183438  -0.16
15 F -5.794581 -1.349048 0.319278  -0.24
16 S -3.976182 -0.961725 3.494464  0.48
17 O -3.728779 -2.248588 4.023113  -0.16
18 O -4.624301 0.065825 4.215020  -0.17
19 F -2.471171 -0.405995 3.508285  -0.22
20 C -0.821684 -1.025740 6.056200  0.05
21 N 0.573555 -0.681588 6.460728  -0.44
22 O 0.797147 0.421562 6.916634  0.07
23 O 1.402428 -1.564215 6.341041  0.07
24 H -1.180657 -1.828767 6.692454  0.11
25 H -0.779934 -1.309418 5.010378  0.07
26 H -1.439519 -0.145246 6.205522  0.10
27 C 3.628908 1.405844 2.764446  0.05
28 N 4.065148 0.118065 2.207476  -0.42
29 O 5.206481 0.040249 1.833840  0.11
30 O 3.230375 -0.765405 2.110557  0.03
31 H 4.073738 2.266101 2.276425  0.10
32 H 3.951392 1.434455 3.807630  0.11
33 H 2.546003 1.470015 2.799642  0.07
34 O -2.771001 2.227068 -0.669161  -0.43
35 S -2.370258 3.605814 -0.986080  0.67
36 O -3.075930 4.701493 -0.433549  -0.20
37 O -0.891321 3.682558 -0.449680  -0.25
38 C -0.292590 4.986346 -0.371370  -0.25
39 C 1.209931 4.870053 -0.508049  -0.04
40 C -2.143416 3.779774 -2.765323  -0.03
41 H -0.512107 5.411412 0.610472  0.12
42 H -0.613773 5.751986 -1.081282  0.13
43 H 1.498795 4.472239 -1.479619  0.09
44 H 1.654545 4.244605 0.270607  0.08
45 H 1.697015 5.827478 -0.319870  0.10
46 H -3.131352 4.052304 -3.136871  0.09
47 H -1.812233 2.818535 -3.150411  0.05
48 H -1.459479 4.612604 -2.898693  0.09
49 O -0.956725 0.815500 -4.020076  -0.25
50 S -1.725909 -0.328616 -3.678001  0.62
51 O -2.358075 -0.414085 -2.372808  -0.38
52 O -2.964046 -0.484505 -4.662009  -0.24
53 C -2.773635 -0.433043 -6.108812  -0.22
54 C -2.267985 0.872553 -6.675836  -0.06
55 C -0.825299 -1.831446 -4.000723  -0.07
56 H -3.822074 -0.593146 -6.370418  0.13
57 H -2.273946 -1.292641 -6.560014  0.13
58 H -2.165677 0.760092 -7.757274  0.10
59 H -1.216512 0.969764 -6.400372  0.07
60 H -2.848722 1.753899 -6.426033  0.09
61 H -0.114979 -1.999587 -3.194472  0.06
62 H -0.240198 -1.700221 -4.911080  0.09
63 H -1.594262 -2.576720 -4.181084  0.07
64 O -2.576606 2.257759 4.092967  -0.20
65 S -1.996737 2.464735 2.821531  0.65
66 O -2.277754 1.578172 1.688795  -0.43
67 O -2.505731 3.848074 2.268556  -0.26
68 C -2.643945 4.969100 3.161632  -0.24
69 C -4.096044 5.364073 3.386348  -0.05
70 C -0.235519 2.774329 2.928875  -0.05
71 H -2.178980 5.839041 2.701707  0.13
72 H -2.246635 4.823558 4.168087  0.13
73 H -4.058753 6.292996 3.953696  0.10
74 H -4.759731 4.614582 3.810836  0.09
75 H -4.527472 5.602037 2.408867  0.08
76 H -0.174986 3.712780 3.479051  0.09
77 H 0.180108 2.926035 1.935173  0.06
78 H 0.204250 1.948905 3.483091  0.08
79 O 4.907642 -4.682714 4.170338  -0.26
80 S 4.301145 -3.454753 3.778741  0.57
81 O 4.679511 -2.206873 4.336444  -0.26
82 O 4.438273 -3.320226 2.194853  -0.26
83 C 4.254640 -4.516045 1.433794  -0.28
84 C 3.929747 -4.076877 0.018793  -0.07
85 C 2.518860 -3.621213 3.982391  -0.10
86 H 3.439126 -5.171391 1.749220  0.11
87 H 5.149464 -5.135616 1.390357  0.13
88 H 2.960187 -3.584399 -0.048892  0.06
89 H 4.015266 -4.946963 -0.636820  0.08
90 H 4.700374 -3.397106 -0.349835  0.09
91 H 2.217245 -4.364491 3.253061  0.05
92 H 2.140456 -2.610153 3.848054  0.04
93 H 2.349706 -3.886597 5.022542  0.07
94 O 4.954189 1.187250 -2.034484  -0.26
95 S 3.837868 1.442586 -2.878431  0.57
96 O 2.613639 1.927424 -2.327745  -0.29
97 O 4.266528 2.366648 -4.109688  -0.26
98 C 5.581422 2.135340 -4.672067  -0.26
99 C 6.150180 3.503248 -5.009159  -0.06
100 C 3.496180 -0.076644 -3.771482  -0.10
101 H 5.495510 1.537502 -5.582519  0.12
102 H 6.267643 1.594469 -4.022247  0.12
103 H 7.203851 3.446177 -5.292353  0.09
104 H 6.209902 4.081857 -4.087426  0.09
105 H 5.592696 3.943344 -5.830634  0.08
106 H 2.677733 -0.601771 -3.288249  0.04
107 H 4.447588 -0.600941 -3.783146  0.07
108 H 3.196903 0.190806 -4.782741  0.07
109 O -3.332285 -2.080629 -0.437007  -0.44
110 S -3.023289 -3.309415 -1.171398  0.66
111 O -3.190969 -3.305298 -2.579955  -0.22
112 O -1.526038 -3.548725 -0.782135  -0.26
113 C -0.773371 -4.599754 -1.438382  -0.21
114 C -0.548724 -5.742401 -0.469125  -0.04
115 C -3.899414 -4.684516 -0.479543  -0.04
116 H 0.216416 -4.248683 -1.732648  0.13
117 H -1.245295 -4.873965 -2.383129  0.13
118 H -0.128013 -5.372514 0.466192  0.09
119 H 0.140736 -6.510594 -0.820265  0.10
120 H -1.451083 -6.309808 -0.238569  0.07
121 H -4.478162 -5.247021 -1.208496  0.10
122 H -4.552269 -4.384115 0.339710  0.08
123 H -3.158885 -5.369714 -0.075060  0.06

Force components x, y, z for each atom (eV/Å):
Hf 4.733 -0.626 0.205
N 1.880 -2.000 1.130
S 0.498 4.656 -4.579
O -0.500 -0.815 0.147
O -0.035 -0.788 1.581
F -0.134 -0.431 0.063
S -3.109 -2.130 1.995
O -0.106 0.635 0.319
O 0.930 0.146 -0.890
F -0.138 0.539 0.509
N -2.401 -1.165 0.370
S -2.346 0.212 -4.987
O 0.321 0.336 0.938
O 0.736 -0.177 0.585
F 0.404 0.393 -0.310
S 6.635 2.921 4.447
O -1.401 -0.598 -1.029
O -1.420 -0.534 -0.355
F -0.296 -0.184 -0.509
C -0.101 0.494 0.078
N 0.332 -0.389 0.461
O -0.219 -0.015 -0.297
O -0.241 0.195 -0.163
H 0.206 -0.156 -0.080
H -0.019 -0.178 0.060
H 0.063 0.040 -0.065
C -0.325 0.700 1.387
N -0.176 -0.031 -0.844
O 0.197 -0.055 0.113
O -0.211 0.179 0.105
H 0.167 -0.322 -0.396
H 0.197 -0.179 -0.071
H -0.010 -0.251 -0.401
O -1.686 -1.897 -0.123
S 2.213 1.771 -0.422
O -0.960 -0.384 -0.248
O -0.863 -0.926 -0.543
C 1.460 1.684 0.976
C 0.363 -0.541 0.355
C -1.010 -0.379 1.023
H -0.309 -0.224 0.005
H -0.671 -0.632 -0.359
H 0.102 0.037 0.022
H -0.241 -0.352 -0.157
H -0.329 0.244 -0.379
H 0.042 -0.030 -0.165
H 0.294 0.123 -0.125
H 0.153 -0.117 -0.054
O 0.075 0.182 0.263
S -0.557 -0.764 -1.557
O -0.672 0.351 0.989
O 1.152 0.091 0.892
C -1.849 0.290 -1.006
C 1.254 -0.636 -0.145
C 0.019 0.540 -0.240
H 0.105 0.142 -0.363
H 0.500 -0.084 0.756
H -0.612 0.011 -0.063
H -0.143 0.506 0.301
H -0.035 -0.050 0.084
H -0.303 -0.191 0.219
H -0.134 0.281 -0.049
H 0.211 -0.285 0.411
O 0.084 -0.672 0.165
S 0.367 2.142 0.084
O -0.991 -1.020 -0.141
O 0.193 -0.701 -0.420
C -1.159 1.120 1.214
C -0.089 0.058 -1.357
C -0.718 -0.254 -0.002
H 0.426 -0.337 -0.189
H 0.609 -0.564 -0.340
H -0.301 -0.136 0.239
H 0.372 -0.062 0.463
H -0.044 0.151 0.071
H 0.021 -0.121 0.236
H -0.072 -0.350 -0.077
H 0.160 0.015 -0.083
O 0.235 -0.215 0.115
S -0.991 -0.335 0.018
O 0.379 0.350 -0.037
O -0.169 -0.304 0.537
C -0.033 -0.266 -1.389
C 0.638 0.023 -0.246
C 1.155 0.602 0.083
H 0.019 0.272 0.654
H 0.190 0.225 0.480
H -0.035 -0.072 -0.065
H -0.434 -0.040 0.008
H -0.102 0.194 0.162
H -0.489 0.017 0.176
H -0.262 -0.147 -0.400
H -0.016 -0.353 -0.086
O 0.232 0.335 0.329
S -0.027 -1.305 -1.011
O -0.179 0.700 -0.209
O -0.271 -0.240 0.993
C 0.990 0.449 -0.856
C 0.595 -0.446 0.370
C 0.064 0.604 -0.062
H -0.393 -0.025 0.050
H -0.423 0.075 0.478
H -0.115 -0.375 -0.335
H -0.565 0.373 -0.195
H -0.063 0.422 0.270
H 0.245 -0.152 0.248
H -0.201 -0.360 -0.009
H -0.007 0.004 -0.003
O -0.674 1.541 0.536
S 0.905 -1.073 -0.574
O -0.235 0.205 -0.084
O -0.583 0.761 -0.013
C 0.935 -1.320 -0.449
C -0.304 -0.484 0.380
C -0.232 -0.296 0.730
H -0.214 0.800 0.295
H -0.327 -0.119 0.217
H -0.063 0.140 -0.024
H 0.137 0.328 -0.432
H -0.074 0.149 0.038
H 0.051 0.485 -0.397
H 0.077 0.253 -0.047
H 0.095 0.167 0.078